[1]
5
Properties=species:S:1:pos:R:3 method="wB97M-V/def2-TZVPD" gap_ev="5.7 / 7.7" lumo_energy_ev="-9.47 / -9.40" homo_energy_ha="-0.558 / -0.627" multiplicity=2 total_charge=+1
F 1.59459 -1.07520 -0.23384
S -0.02736 -0.15500 0.71030
O -2.26574 -0.54256 0.35295
O -0.33917 1.09025 -0.12690
In -2.23174 1.02064 -0.62096

[2]
103
Properties=species:S:1:pos:R:3 method="wB97M-V/def2-TZVPD" gap_ev=4.0 lumo_energy_ev=2.33 homo_energy_ha=-0.061 total_charge=-1
H 5.48619 -2.87267 -0.52082
C 2.12769 2.93358 -0.96229
H 4.25995 -1.73421 2.76684
H -0.78680 -3.50533 5.05094
P 0.28694 2.87531 -1.03321
H -4.16866 -1.65859 -2.40346
C 1.72994 -2.47144 0.87031
S -2.87413 2.19375 0.62318
H 2.30564 5.00510 -0.44609
C -0.22691 6.13331 1.37073
C -3.40976 0.40562 4.19188
H -1.15166 8.03132 0.96859
H 1.09377 0.07006 3.57646
H 4.03744 -2.34354 -1.39016
H -1.87347 -4.73476 -4.10734
H 2.80295 -5.52783 1.28274
H -2.50299 2.58864 -5.05660
C 0.71754 -6.10062 -3.13218
H 3.16613 -5.24113 -0.42246
H -2.53297 -6.73480 -0.87527
C -1.89545 2.51781 3.21437
H -4.34096 3.89465 1.38566
H -1.28923 3.32568 2.82240
C -0.39322 0.22919 1.29500
C -1.82052 -4.39484 -3.07193
H -0.80639 -4.54575 0.23145
H 5.25007 -3.19117 2.63182
H 4.75645 -1.30541 -0.15806
Te 0.68439 -2.68933 -0.97761
C -2.79818 1.85697 2.39234
H -2.83479 -4.38016 -2.67106
H -3.73337 -2.18870 -0.76035
C -0.76384 5.52703 -1.28383
H 4.73121 4.97417 -0.16139
C -1.50685 2.81373 -4.69802
C -0.46225 -0.71286 2.24459
H 0.35198 -6.59825 -4.03207
H -3.66986 4.25214 -0.23690
H -0.01381 6.36211 2.40739
H -2.20134 -3.58217 2.99669
C -2.50498 1.04766 5.01687
H -0.70736 3.18336 -6.65632
H -4.24510 0.31061 2.20007
C -1.48118 -2.77610 3.12610
C -1.23366 2.74437 -3.34174
C 4.24707 1.74795 -1.05776
Ni -0.86015 1.33348 -0.03444
H 1.33086 -5.25293 -3.43861
C 1.04383 3.35342 -3.76288
C 0.04173 3.02530 -2.85561
H -4.70556 -0.71367 -0.97985
C -3.90632 -1.32418 -1.40137
C 4.22993 -2.80666 2.57210
C -2.70932 -0.50713 -1.43445
C 0.36872 -0.72367 3.44337
N -1.75826 0.13473 -1.39189
H 0.87760 -1.65167 5.26745
C -0.12917 4.58065 -0.48522
H -2.35296 0.69789 6.02960
C -0.49962 3.14231 -5.59455
C -0.69183 -2.75097 4.28241
H 6.00191 2.86988 -0.55858
Si 3.46146 -3.14939 0.89106
H -2.66525 4.52542 1.20656
H -1.45509 -3.36677 -3.07758
C 0.77825 3.40763 -5.12318
H 2.04455 3.56884 -3.40901
Cl 2.12496 0.29232 -1.71110
C 4.21760 4.06651 -0.44901
C -1.13292 6.75998 -0.76080
C -1.75753 2.11539 4.52960
H 1.08284 -2.94391 1.61282
C -0.86573 7.06931 0.56436
C 4.92644 2.89509 -0.67244
H 0.61531 4.16599 1.48407
H -0.97650 5.30290 -2.32068
C 2.86809 1.77539 -1.19367
H 3.64538 -3.26652 3.36962
C -0.04855 -4.65676 -0.54500
C 2.84032 4.07571 -0.59968
H -1.04767 2.61899 5.17310
C -1.71232 -7.02761 -1.53160
H -2.13860 -7.54402 -2.39322
H 0.77604 -5.23654 -0.13137
C 0.12894 4.90145 0.85094
C 3.47441 -5.00812 0.59825
O -4.08713 1.46147 0.13209
C -3.44411 3.90590 0.76985
H -2.00981 2.45218 -2.64208
C -3.56406 0.81384 2.87179
H 4.77623 0.82693 -1.26316
C 0.23293 -1.69722 4.39288
H 1.57334 3.65238 -5.81615
Si -0.70878 -5.52582 -2.05711
H -3.97811 -0.43668 4.56198
H -1.09144 -7.73996 -0.98665
C 4.53730 -2.34235 -0.42093
H -2.02106 -1.89532 1.25741
H -1.62980 7.48233 -1.39653
H 1.36105 -6.79965 -2.59659
C -1.39221 -1.83124 2.13671
H 4.47910 -5.40843 0.74603
H 1.69503 -1.40087 1.08142

[3]
22
Properties=species:S:1:pos:R:3 method="wB97M-V/def2-TZVPD" gap_ev=10.1 de_lowest_kj_mol=50.51 lumo_energy_ev=0.22 homo_energy_ha=-0.364
H 1.96771 3.34064 -0.92510
N -0.71786 0.20225 0.43290
H 3.15076 0.61477 -0.96290
C 1.40939 2.53579 -1.44269
H -0.04508 -2.23803 -0.54650
H -1.90026 -1.01280 2.55669
O -0.58499 0.40757 -1.83234
C -2.48000 -0.99861 1.62118
C -0.70614 -2.26464 0.33023
H -2.16511 -0.92236 -0.50079
C -1.55607 -0.99864 0.40922
H -0.19643 0.35455 1.28977
N 0.79412 1.67993 -0.49532
H -0.08761 -2.36998 1.23424
O 1.25500 2.50948 -2.64166
H 1.00095 1.91715 0.46865
H 4.58187 1.00503 -0.49867
C -0.22455 0.73981 -0.71986
O 4.10417 0.65639 -1.25789
H -3.13173 -0.11499 1.62589
H -3.11597 -1.89350 1.60448
H -1.35217 -3.14980 0.25047